1.
A structure of composition C2H3F3NO3S in a non-equilibrium geometry, computed with ωB97M-V/def2-TZVPD.

Largest force on an atom in hartree/bohr: 0.07920
HOMO energy in eV: -5.8
Lowest unoccupied orbital energy in eV: 3.23
Gap between HOMO and LUMO in eV: 9.0
Energy relative to the best compared isomer or geometry (same formula, charge and spin) in kJ/mol: 188.5

ORCA input file:
```
! wB97M-V def2-TZVPD RIJCOSX def2/J DEFGRID3
* xyz -1 1
C 0.04 0.32 -0.09
C 1.24 1.23 -1.98
N 0.11 0.73 -1.34
O -1.26 -1.90 1.25
O 0.23 -3.36 0.13
O 1.23 -1.72 1.60
F 2.18 0.23 -2.22
F 1.04 1.72 -3.17
F 1.97 2.25 -1.31
S 0.09 -2.07 0.76
H 0.93 0.50 0.52
H -0.98 0.52 0.27
H 0.14 -0.96 -0.15
*
```

natural (NBO) atomic charge list, values in e, 8 entries: C -0.145; C 1.059; N -0.618; O -0.999; O -0.958; O -0.991; F -0.373; F -0.316

2.
A cluster of 2 separate species, C2H3F3Si in total in a non-equilibrium geometry, computed with ωB97M-V/def2-TZVPD.

Largest force on an atom in hartree/bohr: 0.07803
HOMO energy (spin up / spin down) in eV: -9.3 / -8.6
Lowest unoccupied orbital energy (spin up / spin down) in eV: -1.29 / -1.37
Gap between HOMO and LUMO (spin up / spin down) in eV: 8.0 / 7.2
Energy relative to the best compared isomer or geometry (same formula, charge and spin) in kJ/mol: 1012.1

ORCA input file:
```
! wB97M-V def2-TZVPD RIJCOSX def2/J DEFGRID3
* xyz 0 1
C -2.47 -1.74 -1.91
C -1.72 -0.79 -2.46
F -2.35 -2.21 -0.65
F -3.50 -2.30 -2.55
F -1.82 -0.25 -3.65
Si 0.08 -0.07 0.00
H 1.08 0.39 -1.04
H 0.24 -1.03 1.11
H -0.57 1.06 0.63
*
```

natural (NBO) atomic charge list, values in e, 8 entries: C 0.533; C 0.136; F -0.319; F -0.318; F -0.310; Si 0.723; H -0.125; H -0.142

3.
A structure of composition C2H3F4NNiO5S2 in a non-equilibrium geometry, computed with ωB97M-V/def2-TZVPD.

Largest force on an atom in hartree/bohr: 0.07094
HOMO energy (spin up / spin down) in eV: -9.9 / -9.4
Lowest unoccupied orbital energy (spin up / spin down) in eV: -1.92 / -3.72
Expectation value of S²: 2.40
Gap between HOMO and LUMO (spin up / spin down) in eV: 8.0 / 5.7

ORCA input file:
```
! wB97M-V def2-TZVPD RIJCOSX def2/J DEFGRID3
* xyz 0 3
N -2.14 1.30 -0.01
S -2.27 -0.38 -0.16
O -3.46 -1.00 0.57
O -2.24 -0.73 -1.61
S -0.76 1.93 0.34
O 0.03 0.93 1.18
O -1.01 3.34 0.60
C 0.61 2.12 -0.94
F 0.87 0.96 -1.51
F 0.25 2.97 -1.89
F 1.71 2.58 -0.37
Ni -0.46 -0.78 1.67
F 0.66 -2.30 2.15
C 1.73 -2.19 -0.01
O 0.44 -2.28 0.58
H 2.24 -3.15 0.10
H 1.52 -2.01 -1.07
H 2.28 -1.32 0.38
*
```

natural (NBO) atomic charge list, values in e, 8 entries: N -1.068; S 1.745; O -0.811; O -0.842; S 2.148; O -1.079; O -0.851; C 0.754

4.
A structure of composition C2H3F4NO4S2Sr in a non-equilibrium geometry, computed with ωB97M-V/def2-TZVPD.

Largest force on an atom in hartree/bohr: 0.05960
HOMO energy in eV: -9.7
Lowest unoccupied orbital energy in eV: -0.85
Gap between HOMO and LUMO in eV: 8.8
Energy relative to the best compared isomer or geometry (same formula, charge and spin) in kJ/mol: 79.1

ORCA input file:
```
! wB97M-V def2-TZVPD RIJCOSX def2/J DEFGRID3
* xyz 0 1
N 0.42 -0.07 1.07
S 1.73 1.28 0.90
O 2.13 1.02 -0.57
O 2.77 0.78 1.81
S -0.86 0.30 0.18
O -0.69 -0.19 -1.23
O -1.27 1.69 0.24
C -2.29 -0.73 0.80
F -2.14 -1.99 0.45
F -2.34 -0.63 2.11
F -3.39 -0.25 0.26
Sr 1.49 -0.28 -2.13
F 1.91 -2.15 -1.17
C 1.04 -1.74 1.34
H 1.81 -2.47 1.04
H 0.12 -2.34 1.41
H 1.57 -1.50 2.28
*
```

Löwdin atomic charge list, values in e, 8 entries: N -0.378; S 0.831; O -0.796; O -0.448; S 0.650; O -0.517; O -0.273; C -0.713

5.
A cluster of 2 separate species, C2H3FIN in total in a non-equilibrium geometry, computed with ωB97M-V/def2-TZVPD.

Largest force on an atom in hartree/bohr: 0.06043
HOMO energy (spin up / spin down) in eV: -10.5 / -10.5
Lowest unoccupied orbital energy (spin up / spin down) in eV: -1.45 / -1.45
Gap between HOMO and LUMO (spin up / spin down) in eV: 9.1 / 9.1
Energy relative to the best compared isomer or geometry (same formula, charge and spin) in kJ/mol: 240.3

ORCA input file:
```
! wB97M-V def2-TZVPD RIJCOSX def2/J DEFGRID3
* xyz 0 1
C -0.07 -0.39 -0.37
C 0.75 0.57 0.24
N -0.20 -1.38 -1.06
F -1.92 0.33 0.57
I 2.86 0.27 -0.18
H 0.31 1.56 0.23
H 0.47 0.26 1.34
H -1.06 -1.86 -0.89
*
```

Charges in e, computed with natural (NBO), in the same order as the atoms: C 0.708; C -0.713; N -0.569; F -0.709; I 0.196; H 0.315; H 0.332; H 0.442

6.
A cluster of 3 separate species, C2H3FIN in total in a non-equilibrium geometry, computed with ωB97M-V/def2-TZVPD.

Largest force on an atom in hartree/bohr: 0.06864
HOMO energy (spin up / spin down) in eV: -9.7 / -9.7
Lowest unoccupied orbital energy (spin up / spin down) in eV: -1.88 / -1.88
Gap between HOMO and LUMO (spin up / spin down) in eV: 7.9 / 7.9
Energy relative to the best compared isomer or geometry (same formula, charge and spin) in kJ/mol: 385.1

ORCA input file:
```
! wB97M-V def2-TZVPD RIJCOSX def2/J DEFGRID3
* xyz 0 1
C 1.74 3.09 0.12
C 0.27 0.05 -0.12
N 1.24 2.04 0.09
F -2.40 -1.72 0.08
I 1.52 -1.58 0.18
H -1.93 -2.60 0.08
H -0.55 0.28 0.65
H 0.12 0.43 -1.10
*
```

Charges in e, computed with natural (NBO), in the same order as the atoms: C 0.137; C -0.255; N -0.679; F -0.566; I 0.318; H 0.569; H 0.258; H 0.218